Entry 1:
Computed, not measured: 2 unconnected molecules or ions with the total composition C5H8NO at a distorted geometry, with ωB97M-V/def2-TZVPD.

Structure (XYZ):
```
15
Properties=species:S:1:pos:R:3:forces:R:3
C 1.2493 -0.8945 -0.6556 -1.19 -0.85 -0.52
C -0.2932 -0.1992 2.0037 0.90 2.73 0.43
C 0.5931 1.5875 0.5313 -0.59 0.61 0.84
C 0.1014 -0.9142 -1.0260 0.60 -0.34 -1.42
C -1.2552 -0.8623 -1.5715 1.13 -2.47 0.92
N 0.1655 0.5180 1.0542 -1.12 -1.32 2.13
O 1.3133 1.7680 -0.4983 -0.11 2.90 0.34
H 1.6793 1.0592 -1.0018 0.13 -1.84 -0.50
H 2.0528 -0.9971 -0.0047 1.25 -0.22 0.36
H -1.3415 -0.3987 2.0943 -0.49 -0.80 -0.65
H 0.2733 -0.2448 2.9477 0.20 -0.62 -0.67
H 0.2095 2.4821 1.0739 0.63 -0.29 -0.79
H -1.6763 0.0255 -1.1995 -1.18 1.16 -0.36
H -1.7494 -1.7434 -1.1496 -0.35 0.28 0.59
H -1.3218 -1.1860 -2.5983 0.20 1.07 -0.70
```
Positions in Å, forces in eV/Å.

Properties
LUMO energy: -0.191 hartree
Kohn-Sham gap: 0.3347 hartree
ΔE to the lowest compared entry with this formula, charge and spin: 388.5 kJ/mol
Molecular weight: 98.12 Da
Total charge: +1
E_HOMO: -14.316 eV

Entry 2:
Computed, not measured: a single C4H8ClNO molecule, with ωB97M-V/def2-TZVPD.

Structure (XYZ):
```
15
Properties=species:S:1:pos:R:3:forces:R:3
C -0.5212 0.1252 -0.7445 -0.22 -0.34 -0.12
C -0.1122 1.1870 0.3004 0.15 -0.20 0.00
C 1.0132 0.2068 0.7603 0.54 0.44 -0.61
C 0.8927 -0.4759 -0.6426 0.44 0.67 0.04
H -1.7621 -1.5688 -0.7224 0.28 0.37 0.20
H -2.2819 -0.3750 0.2949 0.69 -0.14 -0.46
H -0.7817 0.4106 -1.7661 -0.29 0.25 0.16
H -0.8498 1.5238 1.0313 -0.02 -0.28 0.02
H 0.3216 2.0690 -0.1558 0.09 0.07 -0.20
H 1.9853 0.6554 0.9909 -0.20 -0.12 -0.08
H -0.1858 -0.9914 1.5487 -0.70 -0.49 -0.04
H 1.0257 -1.5410 -0.7343 -0.10 -0.32 0.20
N -1.4405 -0.8249 -0.0973 -0.81 0.03 0.01
O 0.6784 -0.6602 1.7854 0.42 0.10 0.64
Cl 2.0182 0.2596 -1.8488 -0.26 -0.05 0.24
```
Positions in Å, forces in eV/Å.

Properties
LUMO energy: 0.031 hartree
SMILES: N[C@H]1C[C@@H](O)[C@@H]1Cl
Kohn-Sham gap: 0.3873 hartree
ΔE to the lowest compared entry with this formula, charge and spin: 65.9 kJ/mol
Molecular weight: 121.57 Da
E_HOMO: -9.694 eV

Entry 3:
Computed, not measured: a molecular structure, C4H5BrO at a distorted geometry, with ωB97M-V/def2-TZVPD.

Structure (XYZ):
```
11
Properties=species:S:1:pos:R:3:forces:R:3
C 1.2040 2.1794 0.3320 0.02 -0.25 -0.22
C 1.0201 1.1662 -0.2198 0.63 -2.29 -1.17
C 0.9096 -0.1501 -0.6808 -5.00 -1.40 1.69
C -0.7682 -0.7045 0.3074 2.27 -0.30 -0.46
O -1.0606 -1.9843 -0.1078 -1.50 -0.83 -0.41
Br -2.0134 0.7447 0.0493 -0.63 -0.12 -0.61
H 1.2745 3.0713 0.7343 0.39 3.74 1.74
H 0.3389 -0.3334 -1.5661 0.40 0.19 -0.98
H 1.6689 -0.8516 -0.4738 0.78 -0.63 0.30
H -0.6841 -0.6762 1.3739 0.80 0.12 0.57
H -1.8897 -2.4615 0.2514 1.84 1.78 -0.45
```
Positions in Å, forces in eV/Å.

Properties
LUMO energy: 0.021 hartree
Kohn-Sham gap: 0.3585 hartree
ΔE to the lowest compared entry with this formula, charge and spin: 313.6 kJ/mol
Molecular weight: 148.99 Da
E_HOMO: -9.177 eV

Entry 4:
Computed, not measured: a molecular structure, C21H44GeN4O7SSi3Y at a distorted geometry, with ωB97M-V/def2-TZVPD.

Structure (XYZ):
```
82
Properties=species:S:1:pos:R:3:forces:R:3
Y 0.8497 -1.0736 -0.1673 0.38 0.11 0.27
N 0.0100 -3.2739 -0.7580 -0.14 -0.09 -0.01
C 0.0366 -4.1613 0.4301 -0.02 0.01 -0.10
C 0.8287 -3.5100 1.5685 -0.02 -0.04 0.04
O 1.6242 -4.1578 2.2197 0.01 0.02 0.02
O 0.5848 -2.2381 1.7164 -0.07 0.13 -0.33
H -0.8760 -3.3603 -1.2448 0.00 0.00 0.02
H 0.7386 -3.5109 -1.4486 0.05 0.09 -0.01
H 0.4487 -5.1414 0.1991 0.05 0.01 0.03
H -0.9824 -4.2980 0.7929 0.00 -0.01 0.00
C 2.2699 2.1654 -3.2663 -0.02 0.01 -0.03
C 1.9413 0.9572 -2.4564 -0.06 -0.06 -0.05
N 1.4084 0.9762 -1.2856 -0.28 -0.03 0.13
O 1.1182 2.1712 -0.6780 -2.54 -2.66 -0.41
C 2.2190 -0.3812 -3.0267 -0.13 -0.09 0.08
C 2.9441 -0.5662 -4.3173 0.01 0.00 0.00
N 1.8036 -1.3870 -2.3140 0.04 0.02 -0.01
O 2.0329 -2.6191 -2.6619 0.05 -0.15 -0.05
H 1.6599 2.1545 -4.1734 0.03 0.01 -0.02
H 3.3142 2.1309 -3.5798 0.02 0.01 -0.01
H 2.1020 3.0873 -2.7235 -0.05 -0.01 0.01
H 1.9883 2.7642 -0.6117 -0.53 0.04 -0.12
H 3.9965 -0.2816 -4.2292 0.00 0.00 0.00
H 2.5090 0.0414 -5.1120 0.00 0.01 0.01
H 2.8933 -1.6163 -4.5934 0.00 0.00 -0.01
C -5.0318 -0.7643 1.8691 -0.01 0.06 -0.01
Si -3.3342 -1.4848 1.5123 -0.01 -0.04 -0.01
C -2.6403 -2.2371 3.0784 0.02 -0.01 0.00
C -3.5494 -2.8068 0.1729 0.00 -0.02 0.02
Ge -1.9121 0.2660 0.7270 -0.04 0.03 0.02
Si -2.4741 0.8244 -1.5309 0.08 0.01 -0.10
C -4.3119 0.5154 -1.7528 -0.04 -0.03 0.05
C -2.0670 2.5972 -1.9410 -0.01 0.02 0.01
C -1.5718 -0.3612 -2.6868 0.03 0.03 -0.02
Si -1.1880 1.7364 2.4855 0.00 0.01 0.04
C -2.7894 2.1400 3.3841 -0.01 0.01 0.02
C -0.3934 3.3037 1.8774 0.02 0.01 -0.04
C -0.0560 0.7593 3.6309 0.02 -0.01 0.01
H -5.6874 -1.5508 2.2533 0.00 -0.01 0.00
H -5.4928 -0.3533 0.9689 0.00 -0.01 0.00
H -4.9913 0.0310 2.6152 0.01 -0.01 0.00
H -3.2501 -3.0849 3.4015 0.00 0.00 0.00
H -2.6307 -1.5060 3.8903 -0.01 0.01 -0.01
H -1.6128 -2.5765 2.9375 -0.01 0.00 -0.01
H -2.9832 -3.7103 0.4068 0.01 0.01 -0.01
H -3.2504 -2.4610 -0.8184 0.01 0.02 -0.01
H -4.5997 -3.0998 0.1044 0.00 0.00 0.02
H -4.9105 1.1502 -1.0969 0.01 0.01 0.00
H -4.5777 -0.5242 -1.5485 0.00 0.01 -0.01
H -4.5976 0.7370 -2.7848 0.00 0.00 0.00
H -2.6927 3.2771 -1.3582 0.00 -0.01 0.01
H -2.2599 2.7956 -2.9993 0.00 -0.02 0.01
H -1.0244 2.8289 -1.7220 0.07 -0.02 0.01
H -1.8155 -1.4040 -2.4682 -0.02 -0.02 0.01
H -0.4835 -0.2477 -2.6761 -0.06 0.01 0.03
H -1.8809 -0.1763 -3.7200 -0.02 0.00 0.00
H -3.5025 2.6464 2.7302 0.00 0.00 0.00
H -2.5765 2.8074 4.2242 0.01 0.00 0.00
H -3.2700 1.2452 3.7845 0.01 -0.01 0.00
H -0.9808 3.7655 1.0813 0.02 0.00 0.00
H 0.6129 3.1366 1.4945 -0.04 0.00 0.00
H -0.3182 4.0185 2.7015 -0.03 -0.02 0.03
H -0.5568 0.5627 4.5815 -0.01 0.00 0.00
H 0.8479 1.3328 3.8491 -0.01 0.01 0.00
H 0.2418 -0.2091 3.2244 0.00 0.00 0.00
N 3.0684 -2.2937 0.1814 0.10 0.07 0.05
C 3.5367 -0.9732 0.4363 0.18 -0.12 -0.06
C 4.3350 -0.3154 -0.5000 -0.08 -0.02 0.00
C 4.5083 1.0517 -0.4076 0.00 0.05 0.02
C 3.9039 1.7662 0.6234 0.08 -0.01 -0.10
C 3.2354 1.0998 1.6283 -0.23 0.04 -0.05
C 3.0272 -0.2745 1.5347 0.04 -0.05 0.08
S 3.7586 3.5437 0.4988 0.74 0.01 0.70
O 2.7192 3.6363 -0.5725 2.61 2.60 0.10
O 5.0281 4.0501 0.0556 -0.08 -0.01 -0.09
O 3.2671 3.9783 1.7832 -0.06 0.00 -0.19
H 3.4703 -2.7084 -0.6527 -0.07 0.01 -0.05
H 3.1248 -2.9337 0.9706 -0.07 0.07 0.06
H 4.7484 -0.8742 -1.3318 0.02 0.01 0.01
H 5.0739 1.5894 -1.1592 0.00 0.01 0.01
H 2.8118 1.6735 2.4421 0.01 -0.01 0.01
H 2.4824 -0.8069 2.3076 0.01 -0.02 0.00
```
Positions in Å, forces in eV/Å.

Properties
LUMO energy (alpha / beta): -0.018 / -0.082 hartree
⟨S²⟩: 0.75
Kohn-Sham gap (alpha / beta): 0.2866 / 0.2243 hartree
ΔE to the lowest compared entry with this formula, charge and spin: 63.3 kJ/mol
2S+1: 2
Molecular weight: 742.45 Da
E_HOMO (alpha / beta): -8.293 / -8.334 eV

molecular weight of number 2 (C4H8ClNO)?
121.57 Da

The highest ΔE to the lowest compared entry with this formula, charge and spin belongs to which entry?
C5H8NO

Repeat the first record exactly.
Computed, not measured: 2 unconnected molecules or ions with the total composition C5H8NO at a distorted geometry, with ωB97M-V/def2-TZVPD.

Structure (XYZ):
```
15
Properties=species:S:1:pos:R:3:forces:R:3
C 1.2493 -0.8945 -0.6556 -1.19 -0.85 -0.52
C -0.2932 -0.1992 2.0037 0.90 2.73 0.43
C 0.5931 1.5875 0.5313 -0.59 0.61 0.84
C 0.1014 -0.9142 -1.0260 0.60 -0.34 -1.42
C -1.2552 -0.8623 -1.5715 1.13 -2.47 0.92
N 0.1655 0.5180 1.0542 -1.12 -1.32 2.13
O 1.3133 1.7680 -0.4983 -0.11 2.90 0.34
H 1.6793 1.0592 -1.0018 0.13 -1.84 -0.50
H 2.0528 -0.9971 -0.0047 1.25 -0.22 0.36
H -1.3415 -0.3987 2.0943 -0.49 -0.80 -0.65
H 0.2733 -0.2448 2.9477 0.20 -0.62 -0.67
H 0.2095 2.4821 1.0739 0.63 -0.29 -0.79
H -1.6763 0.0255 -1.1995 -1.18 1.16 -0.36
H -1.7494 -1.7434 -1.1496 -0.35 0.28 0.59
H -1.3218 -1.1860 -2.5983 0.20 1.07 -0.70
```
Positions in Å, forces in eV/Å.

Properties
LUMO energy: -0.191 hartree
Kohn-Sham gap: 0.3347 hartree
ΔE to the lowest compared entry with this formula, charge and spin: 388.5 kJ/mol
Molecular weight: 98.12 Da
Total charge: +1
E_HOMO: -14.316 eV